(one)
Below is the molecule C20H27N5O4S2, with properties calculated with ωB97M-V/def2-TZVPD.

The geometry in XYZ format:
```
58
C20H27N5O4S2 (ωB97M-V/def2-TZVPD)
C -3.474 -0.707 -0.950
C -4.449 0.468 -0.923
C -4.231 1.376 -2.129
C -4.343 1.241 0.408
C -2.950 1.559 0.809
N -2.379 1.026 1.830
N -1.122 1.424 2.028
C -0.715 2.269 1.140
N 0.543 2.790 1.089
C 0.951 3.518 0.011
O 0.174 3.942 -0.818
C 2.449 3.720 -0.069
C 3.091 2.428 -0.594
C 3.265 1.406 0.515
O 3.019 1.670 1.682
N 3.813 0.215 0.177
C 3.953 -0.317 -1.162
C 3.368 -1.747 -1.211
N 2.289 -1.898 -0.262
S 0.887 -1.036 -0.672
O 0.760 -1.142 -2.096
O 0.895 0.289 -0.112
C -0.337 -2.043 0.143
C -0.748 -3.196 -0.499
C -1.683 -4.011 0.116
C -2.191 -3.663 1.359
C -1.769 -2.504 1.990
C -0.829 -1.686 1.382
C 2.706 -1.731 1.118
C 3.924 -0.798 1.208
S -1.917 2.688 -0.053
H -2.445 -0.354 -0.991
H -3.586 -1.320 -0.059
H -3.651 -1.328 -1.825
H -5.470 0.073 -0.974
H -4.363 0.812 -3.050
H -3.225 1.789 -2.128
H -4.941 2.200 -2.125
H -4.772 0.637 1.210
H -4.914 2.169 0.324
H 1.252 2.363 1.685
H 2.645 4.538 -0.763
H 2.855 3.961 0.914
H 2.450 2.013 -1.374
H 4.072 2.642 -1.024
H 3.408 0.307 -1.868
H 5.013 -0.331 -1.446
H 4.127 -2.500 -0.982
H 2.954 -1.945 -2.199
H -0.342 -3.423 -1.471
H -2.019 -4.912 -0.374
H -2.925 -4.297 1.834
H -2.174 -2.222 2.949
H -0.513 -0.765 1.847
H 2.937 -2.713 1.544
H 1.866 -1.298 1.662
H 3.955 -0.299 2.177
H 4.855 -1.349 1.050
```

Summary:
Kohn-Sham gap   9.0 eV

Löwdin atomic charge list, values in e, 4 entries: C -0.068; C -0.422; C -0.087; C -0.167

(two)
Below is the molecule C20H27N5O4S2, with properties calculated with ωB97M-V/def2-TZVPD.

The geometry in XYZ format:
```
58
C20H27N5O4S2 (ωB97M-V/def2-TZVPD)
C 2.882 -0.541 1.562
N 1.941 -1.340 0.832
C 2.261 -2.348 -0.025
S 3.879 -2.898 -0.296
C 3.524 -3.717 -1.876
C 2.881 -2.679 -2.799
O 3.132 -1.496 -2.658
N 2.073 -3.141 -3.769
C 1.635 -4.507 -3.954
C 0.237 -4.681 -3.358
C -0.725 -3.721 -4.054
C -0.204 -2.292 -3.916
C 1.220 -2.194 -4.465
N 1.190 -2.805 -0.626
N 0.152 -2.090 -0.189
C 0.579 -1.216 0.689
C -0.290 -0.289 1.389
C -1.439 0.159 0.732
C -2.309 1.025 1.365
C -2.036 1.435 2.658
S -3.115 2.622 3.456
O -4.412 2.558 2.855
O -2.987 2.487 4.876
N -2.468 4.107 3.054
C -1.187 4.428 3.637
C -0.957 5.934 3.477
O -1.028 6.312 2.122
C -2.285 5.996 1.570
C -2.563 4.493 1.665
C -0.917 0.986 3.331
C -0.042 0.119 2.700
H 2.488 0.467 1.688
H 3.091 -0.981 2.541
H 3.813 -0.501 0.994
H 4.480 -4.059 -2.273
H 2.871 -4.556 -1.655
H 2.349 -5.206 -3.522
H 1.600 -4.693 -5.034
H -0.092 -5.714 -3.480
H 0.273 -4.440 -2.294
H -1.716 -3.799 -3.607
H -0.807 -3.984 -5.112
H -0.850 -1.594 -4.451
H -0.193 -2.020 -2.860
H 1.630 -1.195 -4.309
H 1.238 -2.428 -5.535
H -1.629 -0.190 -0.270
H -3.209 1.375 0.887
H -1.226 4.145 4.688
H -0.375 3.880 3.133
H 0.041 6.212 3.821
H -1.715 6.476 4.059
H -2.251 6.319 0.529
H -3.077 6.541 2.103
H -3.571 4.257 1.328
H -1.828 3.947 1.052
H -0.761 1.300 4.351
H 0.808 -0.264 3.243
```

Summary:
Kohn-Sham gap   8.6 eV

Löwdin atomic charge list, values in e, 4 entries: C -0.031; N -0.034; C -0.618; S 1.003

(one) is preferred energetically. Next in line: 0.0350 hartree higher.

(one)
Below is the molecule C4H8ClNO, with properties calculated with ωB97M-V/def2-TZVPD.

The geometry in XYZ format:
```
15
C4H8ClNO (ωB97M-V/def2-TZVPD)
N -1.584 -1.522 -0.892
C -1.241 -0.053 -0.188
Cl -2.847 0.455 0.497
C -0.191 -0.199 0.913
C 0.705 0.976 0.663
C 0.691 1.132 -0.940
O -0.697 0.664 -1.181
H -2.328 -1.947 -0.480
H -1.867 -1.164 -1.793
H 0.435 -1.152 0.893
H -0.679 -0.091 1.994
H 0.192 1.961 1.018
H 1.737 0.766 1.067
H 0.619 2.185 -1.142
H 1.370 0.465 -1.656
```

Summary:
Kohn-Sham gap   10.4 eV

Löwdin atomic charge list, values in e, 4 entries: N 0.057; C -0.861; Cl 0.608; C -0.222

(two)
Below is a cluster of 2 separate species, C4H8ClNO in total, with properties calculated with ωB97M-V/def2-TZVPD.

The geometry in XYZ format:
```
15
C4H8ClNO (ωB97M-V/def2-TZVPD)
C -0.214 0.835 -0.426
C 1.599 -1.633 -0.234
C -1.821 1.091 1.272
C 0.699 -1.172 -1.375
N 0.462 1.835 -0.652
O -1.146 0.271 0.382
Cl -0.596 -2.277 -1.630
H 2.485 -2.078 -0.660
H 1.758 -0.728 0.358
H 1.319 -2.187 0.715
H -2.928 1.210 1.019
H -1.440 2.115 1.274
H -1.742 0.654 2.225
H 1.198 -0.617 -2.149
H 0.368 2.683 -0.120
```

Summary:
Kohn-Sham gap (spin up / spin down)   8.4 / 8.4 eV

Löwdin atomic charge list, values in e, 4 entries: C -0.289; C -0.205; C -0.097; C -0.612

(one) is preferred energetically. Next in line: 0.1108 hartree higher.

(one)
Below is a cluster of 2 separate species, C4H14N3O in total, with properties calculated with ωB97M-V/def2-TZVPD.

The geometry in XYZ format:
```
22
C4H14N3O (ωB97M-V/def2-TZVPD)
C -0.837 2.842 -0.329
O 0.520 2.424 -0.220
H 1.007 2.704 -1.002
H -1.336 2.955 0.644
H -1.383 1.978 -0.739
H -1.041 3.677 -0.997
C -0.489 -1.665 -0.540
C -1.699 -1.235 -1.338
C 1.197 -0.727 0.970
N 0.086 -0.526 0.224
N 1.520 -1.994 1.314
N 1.927 0.293 1.366
H -0.512 -2.580 0.033
H 0.312 -1.834 -1.292
H -1.576 -0.358 -1.972
H -2.565 -1.039 -0.667
H -0.348 0.374 0.125
H 0.707 -2.590 1.389
H 2.088 -2.123 2.140
H 1.809 1.166 0.874
H 2.720 0.277 1.985
H -2.107 -2.018 -1.970
```

Summary:
Kohn-Sham gap   11.4 eV
Charge   +1

Löwdin atomic charge list, values in e, 4 entries: C -0.122; O -0.144; H 0.101; H 0.098

(two)
Below is a cluster of 2 separate species, C4H14N3O in total, with properties calculated with ωB97M-V/def2-TZVPD.

The geometry in XYZ format:
```
22
C4H14N3O (ωB97M-V/def2-TZVPD)
C -0.907 -1.561 0.084
O -0.489 -1.324 1.436
C -2.000 -0.554 -0.300
N -1.749 -0.160 -1.781
H -1.225 -2.589 0.000
H -0.071 -1.511 -0.607
H 0.152 -0.585 1.425
H -2.991 -1.021 -0.331
H -1.870 0.380 0.241
H -1.832 -1.031 -2.279
H -0.639 0.294 -1.796
H -2.474 0.453 -2.153
C 2.059 1.089 1.994
N 1.095 1.022 0.875
C 1.431 0.687 -0.361
N 0.712 0.729 -1.473
H 1.759 0.363 2.748
H 3.054 0.811 1.646
H 2.031 2.116 2.332
H 0.156 1.394 1.056
H 2.478 0.376 -0.482
H 1.322 0.623 -2.273
```

Summary:
Kohn-Sham gap   11.0 eV
Charge   +1

Löwdin atomic charge list, values in e, 4 entries: C -0.237; O -0.061; C -0.097; N 0.086

(one) is preferred energetically. Next in line: 0.0396 hartree higher.

(one)
Below is the molecule C3H6S2, with properties calculated with ωB97M-V/def2-TZVPD.

The geometry in XYZ format:
```
11
C3H6S2 (ωB97M-V/def2-TZVPD)
C -0.522 -0.485 -0.841
C 0.035 -0.176 0.493
S -0.181 -1.647 1.513
C 0.777 0.822 0.944
S 1.108 2.308 -0.018
H -1.504 -0.116 -0.869
H -0.704 -1.474 -1.098
H 0.178 -0.011 -1.572
H -0.358 -2.549 0.431
H 1.154 0.768 1.912
H 0.017 2.561 -0.895
```

Summary:
Kohn-Sham gap   8.9 eV

Löwdin atomic charge list, values in e, 4 entries: C -0.163; C -0.753; S 0.739; C -0.541

(two)
Below is the molecule C3H6S2, with properties calculated with ωB97M-V/def2-TZVPD.

The geometry in XYZ format:
```
11
C3H6S2 (ωB97M-V/def2-TZVPD)
C 0.622 1.356 -0.010
C 0.760 -0.164 -0.031
S 2.266 -0.936 -0.211
C -0.428 -0.978 0.381
S -2.093 -0.572 -0.174
H 1.079 1.774 0.897
H -0.496 1.576 -0.033
H 0.845 1.804 -0.966
H -0.338 -1.018 1.483
H -0.323 -2.068 0.162
H -1.895 -0.774 -1.498
```

Summary:
Kohn-Sham gap   8.3 eV

Löwdin atomic charge list, values in e, 4 entries: C -0.141; C -0.811; S 0.645; C -0.656

(two) is preferred energetically. Next in line: 0.0126 hartree higher.

(one)
Below is the molecule C3H6S2, with properties calculated with ωB97M-V/def2-TZVPD.

The geometry in XYZ format:
```
11
C3H6S2 (ωB97M-V/def2-TZVPD)
C -2.080 0.650 0.152
S -1.017 -0.815 -0.149
C 0.590 -0.224 0.155
C 1.573 -1.394 0.097
S 1.092 1.296 -0.073
H -1.843 1.143 1.181
H -1.881 1.477 -0.420
H -3.159 0.390 0.028
H 2.646 -1.071 0.270
H 1.253 -2.090 0.902
H 1.297 -1.743 -0.828
```

Summary:
Kohn-Sham gap   8.5 eV

Löwdin atomic charge list, values in e, 4 entries: C -0.406; S 0.839; C -1.199; C -0.201

(two)
Below is the molecule C3H6S2, with properties calculated with ωB97M-V/def2-TZVPD.

The geometry in XYZ format:
```
11
C3H6S2 (ωB97M-V/def2-TZVPD)
S 2.009 -1.077 0.003
C 0.842 0.226 -0.514
C 0.013 1.126 0.504
C -0.657 0.173 -0.366
S -1.789 -1.111 -0.067
H 1.075 -2.009 0.339
H 1.087 0.786 -1.400
H 0.089 0.901 1.504
H -0.115 2.149 0.281
H -1.117 0.411 -1.414
H -1.437 -1.575 1.131
```

Summary:
Kohn-Sham gap   9.7 eV

Löwdin atomic charge list, values in e, 4 entries: S 0.704; C -0.604; C -0.126; C -0.785

(one) is preferred energetically. Next in line: 0.0286 hartree higher.

(one)
Below is a cluster of 2 separate species, C5H9NO in total, with properties calculated with ωB97M-V/def2-TZVPD.

The geometry in XYZ format:
```
16
C5H9NO (ωB97M-V/def2-TZVPD)
C -0.323 -0.511 -2.866
C -0.282 0.104 -1.533
C 0.786 -0.313 -0.614
N 0.533 0.163 0.609
C -0.548 1.000 0.537
C -1.146 0.798 -0.746
H 0.240 -1.446 -2.918
H 0.102 0.042 -3.714
H -1.318 -0.765 -3.193
H 1.438 -1.183 -0.616
H 1.095 0.078 1.458
H -1.177 1.261 1.385
H -2.056 1.297 -1.009
H 0.019 -1.375 3.499
H 0.539 -0.024 4.041
O 0.782 -0.779 3.486
```

Summary:
Spin multiplicity   2
Kohn-Sham gap (spin up / spin down)   10.7 / 7.7 eV
⟨S²⟩   0.767
Charge   +1

Löwdin atomic charge list, values in e, 4 entries: C -0.019; C -0.188; C 0.084; N 0.086

(two)
Below is the ion C5H9NO with charge +1, with properties calculated with ωB97M-V/def2-TZVPD.

The geometry in XYZ format:
```
16
C5H9NO (ωB97M-V/def2-TZVPD)
O 1.329 -1.640 1.428
C 0.953 -1.622 0.292
C -0.516 -1.530 -0.084
C -0.791 -0.163 -0.766
C -0.170 0.982 -0.047
C 0.492 2.054 -0.655
N -0.402 1.088 1.240
H 1.664 -1.533 -0.548
H -1.093 -1.634 0.845
H -0.771 -2.352 -0.743
H -1.832 -0.122 -1.051
H -0.266 -0.239 -1.729
H 0.929 2.855 -0.067
H 0.889 2.013 -1.669
H 0.195 1.644 1.844
H -0.609 0.198 1.710
```

Summary:
Spin multiplicity   2
Kohn-Sham gap (spin up / spin down)   9.8 / 6.5 eV
⟨S²⟩   0.762
Charge   +1

Löwdin atomic charge list, values in e, 4 entries: O 0.087; C -0.266; C -0.128; C -0.103

(one) is preferred energetically. Next in line: 0.0238 hartree higher.